# 1
63
Properties=species:S:1:pos:R:3:nbo_charge:R:1 method="wB97M-V/def2-TZVPD" spin_multiplicity=2 gap_ev="8.7 / 7.0" total_charge=+1 largest_force_ev_per_a=0.28 s2=0.760
Pb 1.04 0.38 -0.29 1.423
C -2.50 -2.06 -1.64 -0.335
C -1.93 -0.92 -1.09 -0.015
N -0.61 -0.92 -1.31 -0.411
N -0.31 -2.03 -2.01 -0.324
C -1.43 -2.74 -2.21 0.021
B 1.17 -2.43 -2.37 0.937
N 1.92 -1.21 -2.98 -0.334
C 2.66 -1.20 -4.10 0.026
C 3.20 0.06 -4.28 -0.325
C 2.74 0.79 -3.19 -0.005
N 1.98 0.02 -2.41 -0.413
N 1.84 -2.84 -1.04 -0.343
C 2.25 -4.02 -0.54 0.027
C 2.62 -3.84 0.77 -0.333
C 2.39 -2.48 1.01 -0.008
N 1.93 -1.89 -0.08 -0.383
N 1.14 -3.52 -3.41 -0.405
C 0.46 -3.50 -4.59 -0.048
C 0.94 -4.50 -5.38 -0.337
C 1.97 -5.09 -4.61 -0.037
N 2.09 -4.49 -3.44 -0.285
H -3.53 -2.35 -1.64 0.251
H -2.39 -0.10 -0.56 0.229
H -1.41 -3.68 -2.73 0.247
H 2.75 -2.09 -4.71 0.246
H 3.83 0.39 -5.08 0.247
H 2.91 1.82 -2.93 0.226
H 2.27 -4.90 -1.17 0.265
H 3.00 -4.57 1.46 0.245
H 2.54 -1.91 1.92 0.218
H -0.31 -2.77 -4.78 0.227
H 0.62 -4.78 -6.37 0.242
H 2.61 -5.92 -4.86 0.220
C 0.76 4.01 1.76 -0.257
O 0.90 2.60 1.87 -0.557
C 0.43 2.12 3.11 -0.098
C 0.76 0.65 3.22 -0.087
O 0.13 -0.17 2.24 -0.562
C -1.26 -0.39 2.48 -0.262
H 1.31 4.52 2.55 0.187
H -0.30 4.30 1.82 0.179
H 1.16 4.31 0.79 0.199
H -0.65 2.29 3.20 0.178
H 0.93 2.64 3.94 0.193
H 0.49 0.29 4.22 0.198
H 1.84 0.50 3.09 0.202
H -1.41 -0.75 3.50 0.192
H -1.59 -1.15 1.78 0.206
H -1.84 0.52 2.34 0.178
O 0.38 3.31 -1.70 -0.682
B -0.27 2.34 -0.99 0.818
O -1.50 2.72 -0.54 -0.698
C -1.64 4.03 -0.99 0.266
C -2.70 4.89 -0.82 -0.259
C -2.56 6.16 -1.38 -0.196
C -1.42 6.52 -2.09 -0.200
C -0.36 5.63 -2.26 -0.222
C -0.51 4.39 -1.69 0.190
H -3.59 4.60 -0.27 0.238
H -3.36 6.87 -1.27 0.231
H -1.35 7.51 -2.51 0.231
H 0.54 5.90 -2.81 0.239



# 2
67
Properties=species:S:1:pos:R:3:nbo_charge:R:1 method="wB97M-V/def2-TZVPD" spin_multiplicity=4 gap_ev="4.4 / 4.1" largest_force_ev_per_a=2.22 s2=3.786
Re 0.91 0.20 0.14 1.885
O 1.01 1.45 1.76 -0.719
C -0.08 1.44 2.55 0.417
C 0.09 1.31 3.93 -0.303
C -1.00 1.29 4.78 -0.169
C -2.30 1.40 4.27 -0.245
C -2.48 1.57 2.92 -0.132
C -1.38 1.58 2.04 -0.230
C -1.57 1.86 0.64 0.181
N -0.66 1.60 -0.22 -0.292
N -0.77 2.13 -1.47 -0.314
C 0.23 1.76 -2.18 0.576
O 1.20 1.01 -1.65 -0.737
C 0.35 2.21 -3.57 -0.037
C 1.52 1.98 -4.28 -0.193
C 1.63 2.40 -5.59 -0.219
C 0.56 3.05 -6.20 -0.193
C -0.61 3.28 -5.49 -0.210
C -0.71 2.87 -4.17 -0.167
H 1.10 1.23 4.31 0.223
H -0.85 1.18 5.84 0.218
H -3.15 1.37 4.94 0.225
H -3.47 1.69 2.50 0.227
H -2.47 2.36 0.28 0.239
H 2.35 1.47 -3.79 0.206
H 2.54 2.22 -6.15 0.210
H 0.64 3.36 -7.23 0.211
H -1.44 3.79 -5.96 0.216
H -1.62 3.03 -3.60 0.252
Cl -4.31 -3.14 4.25 -0.003
C -3.25 -2.49 3.04 -0.076
C -3.76 -2.20 1.75 -0.161
C -2.96 -1.69 0.77 -0.275
C -1.58 -1.45 1.02 0.517
O -0.86 -1.01 0.05 -0.706
C -1.07 -1.75 2.32 -0.273
C 0.29 -1.62 2.61 0.238
N 1.20 -1.07 1.85 -0.555
C 2.57 -1.21 2.17 0.109
C 3.13 -1.55 3.37 -0.168
C 4.52 -1.78 3.47 -0.193
C 5.33 -1.71 2.38 -0.189
C 4.79 -1.33 1.13 -0.095
C 5.53 -1.28 -0.08 -0.087
C 4.90 -0.94 -1.24 -0.254
C 3.54 -0.57 -1.22 0.106
N 2.84 -0.59 -0.10 -0.507
C 3.43 -1.03 1.06 0.219
C -1.94 -2.28 3.31 -0.166
H -4.81 -2.39 1.55 0.235
H -3.33 -1.47 -0.22 0.269
H 0.61 -2.06 3.55 0.193
H 2.51 -1.64 4.26 0.217
H 4.93 -2.05 4.43 0.228
H 6.39 -1.93 2.46 0.226
H 6.58 -1.53 -0.07 0.229
H 5.42 -0.92 -2.18 0.242
H 3.02 -0.25 -2.11 0.253
H -1.54 -2.51 4.30 0.223
C -4.92 -1.53 -3.72 -0.260
O -3.50 -1.61 -3.72 -0.528
C -2.78 -0.66 -3.09 0.037
S -3.55 0.62 -2.28 -0.392
S -1.11 -0.90 -3.20 -0.339
H -5.27 -2.50 -4.08 0.182
H -5.26 -0.74 -4.39 0.187
H -5.31 -1.33 -2.73 0.195



# 3
10
Properties=species:S:1:pos:R:3:nbo_charge:R:1 method="wB97M-V/def2-TZVPD" spin_multiplicity=1 smiles=[NH3+]CC#CI gap_ev=8.8 total_charge=+1 largest_force_ev_per_a=7.42
N 0.14 0.44 1.23 -0.664
C -0.43 0.82 -0.12 -0.318
C -0.01 -0.29 -1.03 -0.153
C 0.15 -1.46 -1.58 -0.221
I 0.79 -3.10 -2.55 0.424
H -0.03 -0.46 1.64 0.458
H -0.02 1.07 2.05 0.448
H 1.13 0.48 1.30 0.444
H -1.56 0.80 -0.31 0.297
H -0.17 1.70 -0.63 0.285



Going through the records in order, we get ΔE to the lowest compared entry with this formula, charge and spin values of 9.5 315.9 64.6 kJ/mol.
Going through the records in order, we get DFT total energy values of -1835.40965 -3088.02688 -469.37372 Ha.